[1]
C21H51FN4O8S | ωB97M-V/def2-TZVPD

Each line ends with the Mulliken charge.
Atoms and positions in Å:
C (-0.060, -0.873, 1.651)  -0.883
C (-0.022, -0.859, -0.021)  0.685
O (0.927, -0.091, -0.565)  -0.482
O (-0.981, -1.711, -0.741)  -0.326
C (-1.640, -1.003, -1.850)  -0.573
C (-3.223, -0.638, -1.561)  -0.577
C (-3.448, 0.526, -0.418)  0.286
N (-4.520, 1.538, -0.750)  0.036
C (-5.877, 0.914, -0.979)  -0.894
C (-6.602, 0.302, 0.358)  -0.154
C (-6.111, -1.234, 0.750)  -0.300
C (-7.302, -1.980, 1.657)  -0.297
O (-7.986, -3.005, 0.847)  -0.503
S (-4.561, 2.886, 0.358)  1.037
O (-5.679, 3.934, -0.021)  -0.551
O (-3.207, 3.669, 0.147)  -0.470
F (-4.584, 2.451, 2.025)  -0.293
H (1.039, -0.592, 2.000)  0.291
H (-0.307, -2.008, 1.926)  0.271
H (-0.875, -0.136, 2.080)  0.319
H (-1.108, -0.022, -2.201)  0.311
H (-1.607, -1.742, -2.786)  0.352
H (-3.808, -1.650, -1.331)  0.043
H (-3.703, -0.238, -2.578)  0.365
H (-2.421, 1.133, -0.372)  0.063
H (-3.584, 0.089, 0.683)  0.100
H (-5.906, 0.086, -1.812)  0.319
H (-6.585, 1.789, -1.376)  0.354
H (-7.759, 0.196, 0.086)  0.271
H (-6.577, 1.019, 1.300)  0.146
H (-5.813, -1.880, -0.202)  0.128
H (-5.173, -1.181, 1.484)  0.136
H (-8.019, -1.213, 2.183)  0.255
H (-6.752, -2.563, 2.541)  0.268
H (-7.995, -2.608, -0.089)  0.321
C (4.981, -1.576, -3.667)  -1.544
C (3.928, -1.001, -2.724)  0.432
C (3.684, 0.513, -2.924)  -0.337
O (4.701, 1.351, -2.368)  -0.363
C (5.845, 1.510, -3.193)  -0.709
N (4.310, -1.307, -1.338)  -0.656
H (6.001, -1.313, -3.374)  0.292
H (4.926, -2.671, -3.675)  0.375
H (4.820, -1.231, -4.694)  0.343
H (2.984, -1.516, -2.942)  0.344
H (2.762, 0.778, -2.391)  -0.005
H (3.511, 0.758, -3.979)  0.477
H (5.591, 1.517, -4.257)  0.330
H (6.571, 0.724, -2.978)  0.227
H (6.314, 2.467, -2.943)  0.252
H (3.558, -1.003, -0.718)  0.226
H (5.089, -0.687, -1.093)  0.326
C (4.289, -5.201, 3.920)  -1.356
C (2.874, -5.760, 3.802)  0.330
C (2.209, -5.469, 2.436)  -0.744
O (1.737, -4.127, 2.286)  -0.318
C (2.737, -3.193, 1.906)  -0.286
N (2.063, -5.248, 4.916)  -0.743
H (4.305, -4.120, 4.077)  0.270
H (4.805, -5.653, 4.776)  0.339
H (4.877, -5.426, 3.024)  0.348
H (2.948, -6.850, 3.904)  0.428
H (1.318, -6.104, 2.354)  0.324
H (2.863, -5.747, 1.601)  0.409
H (3.484, -3.634, 1.240)  0.380
H (3.215, -2.777, 2.795)  0.237
H (2.248, -2.368, 1.381)  -0.295
H (1.147, -5.697, 4.886)  0.269
H (1.856, -4.265, 4.714)  0.325
C (-0.414, 5.666, -1.503)  -1.613
C (0.176, 4.455, -0.787)  0.767
C (0.709, 4.777, 0.629)  -0.704
O (1.969, 5.453, 0.644)  -0.421
C (1.884, 6.856, 0.446)  -0.652
N (1.221, 3.861, -1.633)  -0.610
H (0.352, 6.348, -1.883)  0.358
H (-1.007, 5.344, -2.368)  0.356
H (-1.078, 6.231, -0.840)  0.360
H (-0.632, 3.722, -0.674)  0.104
H (0.880, 3.825, 1.148)  0.279
H (-0.033, 5.322, 1.225)  0.481
H (0.979, 7.283, 0.890)  0.303
H (1.931, 7.085, -0.620)  0.233
H (2.754, 7.319, 0.921)  0.260
H (1.547, 2.999, -1.193)  0.179
H (2.038, 4.479, -1.586)  0.339

- SMILES = CC(=O)OCCCN(CCCCO)S(=O)(=O)F.COC[C@@H](C)N.COC[C@@H](C)N.COC[C@@H](C)N
- charge = 0
- calculated total energy (eV) = -58487.5588
- multiplicity = 1

***

[2]
C21H51N2O12P2S2 | ωB97M-V/def2-TZVPD

Each line ends with the Mulliken charge.
Atoms and positions in Å:
C (7.620, 0.625, -0.439)  -1.197
C (7.637, -0.702, -1.183)  -0.209
S (6.831, -0.745, -2.807)  -0.154
C (5.245, 0.016, -2.476)  -0.854
N (4.263, -0.836, -1.768)  0.679
C (2.919, -0.210, -1.688)  0.047
N (2.217, -0.583, -0.448)  -0.974
C (2.712, -0.860, 0.609)  1.015
S (3.360, -1.274, 1.985)  -0.449
C (3.098, 1.397, -1.666)  0.484
O (3.240, 1.866, -0.535)  -0.748
O (3.126, 1.896, -2.784)  -0.685
P (1.730, -0.834, -3.003)  0.275
O (2.485, -0.437, -4.383)  -0.551
O (0.603, 0.345, -2.915)  -0.399
P (4.337, -2.481, -2.133)  0.849
O (4.380, -2.845, -3.557)  -0.845
O (5.529, -3.059, -1.236)  -0.585
O (3.098, -3.103, -1.341)  -0.251
H (8.054, 0.485, 0.553)  0.374
H (6.614, 1.008, -0.294)  0.339
H (8.214, 1.378, -0.958)  0.266
H (7.224, -1.491, -0.558)  0.212
H (8.668, -0.971, -1.417)  0.442
H (5.420, 0.889, -1.859)  0.403
H (4.848, 0.376, -3.422)  0.353
H (2.692, -1.263, -4.837)  0.377
H (-0.101, 0.083, -2.310)  0.273
H (5.170, -3.490, -0.453)  0.293
H (2.358, -3.249, -1.960)  0.303
C (-3.072, 2.472, -5.037)  -1.560
C (-2.653, 2.496, -3.574)  0.981
C (-1.952, 3.797, -3.213)  -1.330
O (-1.841, 1.380, -3.243)  -0.441
H (-2.191, 2.553, -5.679)  0.381
H (-3.576, 1.535, -5.274)  0.340
H (-3.745, 3.300, -5.268)  0.397
H (-3.544, 2.382, -2.957)  -0.120
H (-1.045, 3.914, -3.811)  0.414
H (-1.656, 3.792, -2.164)  0.263
H (-2.601, 4.657, -3.391)  0.396
H (-1.012, 1.410, -3.741)  0.323
C (-3.901, 3.572, 0.707)  -0.658
C (-5.251, 3.044, 0.241)  0.224
C (-5.718, 1.869, 1.085)  -1.016
O (-5.172, 2.673, -1.132)  -0.562
H (-3.133, 2.798, 0.617)  -0.160
H (-3.590, 4.415, 0.091)  0.300
H (-3.935, 3.894, 1.749)  0.414
H (-5.985, 3.851, 0.286)  0.288
H (-5.005, 1.043, 0.997)  0.151
H (-6.688, 1.506, 0.744)  0.312
H (-5.798, 2.145, 2.138)  0.369
H (-4.532, 1.954, -1.187)  0.332
C (-1.821, 0.255, 2.909)  -1.091
C (-1.240, -0.418, 1.674)  0.229
C (0.028, 0.269, 1.190)  -0.826
O (-2.213, -0.465, 0.625)  -0.575
H (-2.098, 1.290, 2.683)  0.090
H (-2.726, -0.264, 3.233)  0.341
H (-1.113, 0.271, 3.735)  0.408
H (-1.023, -1.464, 1.902)  0.350
H (-0.184, 1.306, 0.915)  0.279
H (0.431, -0.230, 0.309)  0.116
H (0.797, 0.275, 1.964)  0.422
H (-2.408, 0.448, 0.386)  0.237
C (-0.966, -6.091, -1.448)  -1.282
C (0.503, -5.747, -1.639)  0.318
C (1.279, -5.820, -0.332)  -1.107
O (0.642, -4.460, -2.236)  -0.535
H (-1.432, -5.380, -0.761)  0.314
H (-1.498, -6.037, -2.398)  0.318
H (-1.086, -7.094, -1.035)  0.391
H (0.946, -6.435, -2.362)  0.299
H (0.875, -5.101, 0.385)  0.263
H (2.326, -5.572, -0.498)  0.204
H (1.216, -6.817, 0.109)  0.442
H (0.257, -3.806, -1.638)  0.269
C (-2.638, 1.825, 8.136)  -1.336
C (-2.581, 1.850, 6.616)  0.401
C (-3.923, 1.495, 5.994)  -1.056
O (-1.558, 0.985, 6.132)  -0.489
H (-2.896, 0.821, 8.485)  0.355
H (-1.669, 2.090, 8.558)  0.323
H (-3.387, 2.520, 8.516)  0.368
H (-2.280, 2.844, 6.282)  0.247
H (-4.216, 0.481, 6.284)  0.336
H (-3.860, 1.527, 4.906)  0.125
H (-4.705, 2.182, 6.321)  0.398
H (-1.776, 0.085, 6.400)  0.334

- charge = -1
- calculated total energy (eV) = -90408.2768
- multiplicity = 1

***

[3]
C21H51N3O9 | ωB97M-V/def2-TZVPD

Each line ends with the Mulliken spin population.
Atoms and positions in Å:
C (-1.488, 31.828, -1.006)  0.427
N (-3.036, 31.860, -1.254)  -3.570
C (-3.586, 30.419, -1.184)  1.754
C (-3.836, 32.714, -0.307)  1.336
C (-3.281, 32.188, -2.790)  0.428
C (-2.726, 33.376, -3.432)  0.098
O (-2.658, 34.549, -2.637)  0.009
H (-1.346, 32.890, -0.806)  0.153
H (-1.014, 31.491, -1.928)  0.031
H (-1.192, 31.197, -0.168)  -0.007
H (-3.383, 30.124, -0.154)  -0.040
H (-2.955, 29.759, -1.779)  0.237
H (-4.644, 30.429, -1.446)  -0.282
H (-3.563, 33.767, -0.373)  0.306
H (-3.661, 32.379, 0.716)  -0.036
H (-4.919, 32.602, -0.262)  -0.351
H (-4.363, 32.316, -2.811)  -0.091
H (-3.197, 31.294, -3.408)  0.223
H (-3.353, 33.668, -4.274)  0.057
H (-1.764, 33.381, -3.945)  -0.013
H (-2.049, 35.122, -3.109)  0.008
C (-7.498, 34.999, -8.772)  -0.020
N (-7.808, 33.627, -8.180)  -0.373
C (-7.289, 32.653, -9.238)  0.040
C (-7.006, 33.356, -6.922)  0.315
C (-9.255, 33.587, -7.914)  0.185
C (-9.704, 32.347, -7.110)  0.764
O (-9.762, 31.127, -7.765)  -0.400
H (-6.463, 35.106, -9.097)  0.043
H (-7.730, 35.707, -7.977)  0.107
H (-8.119, 35.066, -9.666)  -0.085
H (-6.330, 33.057, -9.562)  -0.057
H (-8.037, 32.604, -10.029)  0.063
H (-7.223, 31.673, -8.766)  0.042
H (-6.006, 33.788, -6.954)  0.030
H (-7.128, 32.324, -6.594)  -0.076
H (-7.337, 33.979, -6.092)  -0.069
H (-9.846, 33.524, -8.827)  0.069
H (-9.549, 34.583, -7.583)  -0.132
H (-10.725, 32.614, -6.841)  -0.046
H (-9.015, 32.257, -6.270)  -0.159
H (-10.661, 30.803, -7.856)  0.090
C (-4.195, 41.803, -5.610)  0.003
N (-4.051, 42.081, -4.111)  -0.003
C (-5.307, 41.574, -3.335)  0.006
C (-2.791, 41.303, -3.546)  0.000
C (-4.004, 43.630, -3.760)  0.001
C (-2.727, 44.395, -4.141)  0.001
O (-2.405, 44.331, -5.502)  -0.001
H (-4.725, 40.853, -5.679)  -0.002
H (-3.162, 41.676, -5.935)  0.000
H (-4.719, 42.641, -6.071)  0.000
H (-5.289, 41.860, -2.283)  -0.003
H (-5.260, 40.485, -3.326)  0.000
H (-6.216, 41.947, -3.807)  0.000
H (-2.926, 41.371, -2.467)  0.000
H (-1.924, 41.729, -4.051)  0.000
H (-3.074, 40.293, -3.842)  0.001
H (-4.152, 43.641, -2.680)  0.000
H (-4.815, 44.208, -4.205)  0.000
H (-1.948, 43.897, -3.563)  0.000
H (-2.668, 45.405, -3.736)  0.000
H (-1.869, 45.066, -5.811)  0.000
C (-4.704, 36.392, -5.974)  0.002
C (-4.642, 37.842, -5.557)  0.016
O (-5.591, 38.320, -4.926)  -0.016
O (-3.674, 38.553, -5.906)  -0.002
H (-4.900, 35.753, -5.113)  0.023
H (-3.663, 36.102, -6.116)  -0.012
H (-5.257, 36.187, -6.891)  -0.017
C (-0.818, 36.698, -5.321)  -0.004
C (0.238, 36.344, -4.314)  0.002
O (-0.014, 35.482, -3.421)  0.000
O (1.238, 37.096, -4.316)  0.000
H (-1.794, 36.389, -4.948)  0.001
H (-0.748, 36.344, -6.349)  0.000
H (-1.028, 37.761, -5.438)  -0.001
C (-3.678, 34.219, -9.818)  0.012
C (-3.468, 32.715, -9.738)  -0.001
O (-3.581, 32.174, -10.846)  0.000
O (-3.234, 32.103, -8.652)  -0.004
H (-4.376, 34.594, -9.069)  -0.008
H (-3.753, 34.668, -10.808)  -0.001
H (-2.748, 34.625, -9.421)  0.001

- charge = -1
- calculated total energy (eV) = -45492.3071
- multiplicity = 2